Record 1
# C3H9NO2

A cluster of 3 separate species, C3H9NO2 in total in a non-equilibrium geometry (ωB97M-V/def2-TZVPD, OMol25).

## Properties
lowest unoccupied orbital energy	0.74	eV
HOMO-LUMO gap	0.3781	hartree
spin multiplicity	1
total charge	0
energy relative to the best compared isomer or geometry (same formula, charge and spin)	63.09	kcal/mol
E_HOMO	-0.35097	Ha
SMILES	C=CN=C.O.O

Last column: natural (NBO) charge in e.
Geometry (Å):
C  1.927659  1.316722  -1.111831  -0.429
C  0.993824  0.434712  -1.431909  -0.041
N  -0.218043  0.223435  -0.709858  -0.436
C  -0.203756  0.351565  0.547126  -0.029
H  1.824150  2.036229  -0.307831  0.195
H  2.896589  1.349471  -1.591576  0.207
H  1.097678  -0.253871  -2.258726  0.187
H  -1.155802  0.098393  0.998852  0.186
H  0.653913  0.699208  1.116415  0.156
O  -2.963630  0.790195  3.824332  -0.937
H  -3.699275  0.204115  3.620263  0.469
H  -2.965431  0.846055  4.783513  0.469
O  0.532328  -3.037147  -2.516101  -0.950
H  1.377713  -2.657333  -2.737709  0.473
H  -0.097917  -2.401751  -2.224960  0.480

Atoms 1-2, force components in eV/Å:
C 0.5 0.2 0.1
C -0.2 -0.1 0.7



Record 2
# C3H9NO2

A cluster of 3 separate species, C3H9NO2 in total in a non-equilibrium geometry (ωB97M-V/def2-TZVPD, OMol25).

## Properties
lowest unoccupied orbital energy	-0.06	eV
HOMO-LUMO gap	0.3330	hartree
spin multiplicity	1
total charge	0
energy relative to the best compared isomer or geometry (same formula, charge and spin)	85.67	kcal/mol
E_HOMO	-0.33505	Ha
SMILES	C=CN=C.O.O

Last column: natural (NBO) charge in e.
Geometry (Å):
C  3.097826  -0.562220  1.136516  -0.425
C  2.016609  -0.406045  0.376959  -0.043
N  0.857044  0.305248  0.706529  -0.432
C  0.964932  1.036654  1.765070  -0.001
H  3.416506  0.089198  1.971478  0.191
H  3.754444  -1.321201  0.959180  0.200
H  1.764508  -0.952705  -0.474609  0.189
H  1.907348  1.535834  2.017918  0.149
H  0.114420  1.108674  2.329256  0.172
O  -1.718567  -0.506656  -1.678614  -0.981
H  -0.931607  -0.889518  -2.223274  0.494
H  -1.572756  0.352211  -1.281789  0.489
O  -4.787631  0.230018  -2.136085  -0.950
H  -3.842972  0.217171  -2.158525  0.481
H  -5.040104  -0.236663  -1.310009  0.467

Atoms 1-2, force components in eV/Å:
C -0.7 1.9 0.5
C 0.2 0.7 0.3



Record 3
# C3H9NO2

A cluster of 2 separate species, C3H9NO2 in total in a non-equilibrium geometry (ωB97M-V/def2-TZVPD, OMol25).

## Properties
lowest unoccupied orbital energy	0.49	eV
HOMO-LUMO gap	0.3430	hartree
spin multiplicity	1
total charge	0
energy relative to the best compared isomer or geometry (same formula, charge and spin)	35.25	kcal/mol
E_HOMO	-0.32515	Ha
SMILES	CC(=O)O.CN

Last column: natural (NBO) charge in e.
Geometry (Å):
C  0.072024  1.509144  1.573690  -0.748
C  -1.137970  0.886606  1.006526  0.778
O  -1.271935  0.436802  -0.104846  -0.547
O  -2.322970  0.995112  1.704260  -0.697
H  -0.125899  2.499355  1.980216  0.247
H  0.907091  1.292158  0.933385  0.254
H  0.294625  1.056721  2.536830  0.234
H  -2.286654  1.383172  2.604618  0.479
C  1.190200  -0.935169  -1.710548  -0.412
N  0.084230  -1.900669  -1.991537  -0.826
H  2.128521  -1.509961  -1.635794  0.163
H  0.958429  -0.632817  -0.696618  0.192
H  1.243127  -0.085555  -2.382315  0.194
H  0.428448  -2.579301  -2.659711  0.339
H  -0.161266  -2.415598  -1.158154  0.350

Atoms 1-2, force components in eV/Å:
C 0.0 -0.7 1.6
C -2.5 0.4 -1.4



Record 4
# C3H9NO2

A cluster of 2 separate species, C3H9NO2 in total in a non-equilibrium geometry (ωB97M-V/def2-TZVPD, OMol25).

## Properties
lowest unoccupied orbital energy	0.02	eV
HOMO-LUMO gap	0.3020	hartree
spin multiplicity	1
total charge	0
energy relative to the best compared isomer or geometry (same formula, charge and spin)	48.47	kcal/mol
E_HOMO	-0.30134	Ha

Last column: natural (NBO) charge in e.
Geometry (Å):
C  -0.610528  -1.947545  0.821448  -0.435
N  0.817387  -1.594559  0.538550  -0.719
H  0.902723  -0.678744  -0.144420  0.505
H  1.205626  -1.603194  1.477663  0.408
H  1.222423  -2.388851  0.047971  0.405
H  -1.271804  -1.073571  0.839921  0.273
H  -0.657956  -2.632986  1.667166  0.199
H  -1.044755  -2.495842  -0.031818  0.222
C  -0.134559  2.588679  -0.306069  -0.747
C  0.048392  1.364877  -1.272267  0.802
O  -0.152680  0.255774  -0.647963  -0.889
O  0.189960  1.564468  -2.468555  -0.665
H  -0.102218  3.472135  -0.924359  0.213
H  0.750696  2.667569  0.347713  0.209
H  -1.162714  2.501788  0.055020  0.219

Atoms 1-2, force components in eV/Å:
C -1.2 -0.4 -1.5
N -0.2 -1.0 0.2